{
  "formula": "C6H12N2O2",
  "method": "ωB97M-V/def2-TZVPD",
  "smiles": "[H]/N=C(/O)CCO/C=N/CC",
  "energy_ev": -13490.599,
  "total_charge": 0,
  "lumo_energy_ev": 0.626,
  "homo_energy_ev": -9.704,
  "de_lowest_kj_mol": 176.27,
  "species": ["C", "C", "N", "C", "O", "C", "C", "C", "N", "H", "H", "H", "H", "H", "H", "H", "H", "H", "H", "O", "H", "H"],
  "coordinates": [[2.4418, 0.8538, 2.7756], [1.4693, -0.2138, 3.2613], [0.4180, -0.6484, 2.3589], [0.3707, -0.2195, 1.1774], [-0.5975, -0.6441, 0.3469], [-0.5858, -0.0830, -0.9599], [-1.6880, -0.7483, -1.7565], [-1.7207, -0.3648, -3.2116], [-1.2127, 0.6621, -3.7803], [1.9235, 1.7819, 2.4931], [3.1439, 1.0946, 3.5845], [3.0313, 0.5096, 1.9131], [2.0325, -1.1137, 3.5549], [0.9767, 0.1339, 4.1830], [1.0842, 0.4832, 0.7199], [-0.7542, 1.0035, -0.8939], [0.3955, -0.2584, -1.4283], [-1.5849, -1.8423, -1.7098], [-2.6648, -0.5098, -1.3113], [-2.7810, -0.8917, -3.8302], [-0.4779, 1.0938, -3.2249], [-3.2198, -0.0785, -4.2619]],
  "atomic_forces_ev_per_a": [[0.148, 0.123, -0.063], [0.059, -0.047, 0.234], [-0.109, 0.160, -0.526], [0.520, 0.036, 0.643], [-0.389, -0.205, -0.180], [0.267, 0.126, -0.064], [0.665, -0.925, 0.021], [-0.558, 2.952, 0.414], [0.661, -0.818, 0.453], [0.126, -0.221, 0.074], [-0.147, -0.041, -0.213], [-0.126, 0.102, 0.209], [-0.154, 0.204, -0.072], [0.097, -0.090, -0.253], [-0.156, -0.089, 0.095], [0.040, -0.200, -0.069], [-0.178, 0.052, 0.043], [-0.008, 0.212, 0.234], [0.223, -0.041, -0.318], [-1.975, 0.830, -1.040], [-0.056, -0.047, 0.034], [1.052, -2.073, 0.344]]
}



{
  "formula": "CH3NO2S",
  "method": "ωB97M-V/def2-TZVPD",
  "smiles": "NSOC=O",
  "energy_ev": -17504.342,
  "total_charge": 0,
  "lumo_energy_ev": 0.602,
  "homo_energy_ev": -8.868,
  "de_lowest_kj_mol": 108.83,
  "species": ["C", "N", "O", "O", "S", "H", "H", "H"],
  "coordinates": [[-0.9765, -1.3409, 2.0951], [0.2790, -0.0663, -1.0793], [-1.5703, -2.0343, 2.7639], [-0.4664, -1.8873, 0.6635], [0.8781, -1.1363, 0.0645], [-0.5552, -0.3397, 2.1562], [0.7214, 0.9005, -0.9968], [0.4588, -0.4546, -1.9375]],
  "atomic_forces_ev_per_a": [[3.101, 0.582, -5.005], [0.623, 2.508, 2.421], [-1.943, -1.771, 2.070], [-0.705, 1.031, 2.297], [-0.322, -0.232, 0.734], [-0.007, 0.378, 0.275], [-1.027, -1.807, -0.081], [0.281, -0.688, -2.712]]
}



{
  "formula": "C4H7N3OS",
  "method": "ωB97M-V/def2-TZVPD",
  "energy_ev": -21610.003,
  "total_charge": 0,
  "lumo_energy_ev": 0.781,
  "homo_energy_ev": -7.592,
  "de_lowest_kj_mol": 465.39,
  "species": ["C", "C", "C", "C", "N", "N", "N", "O", "S", "H", "H", "H", "H", "H", "H", "H"],
  "coordinates": [[0.4272, 1.0583, -0.1598], [-1.2293, -0.6574, -0.0649], [2.5472, 2.2180, 0.2690], [-1.8293, -2.9387, 0.0356], [-0.3546, 1.9331, -0.4834], [-2.2166, 0.0518, -0.3747], [1.6739, 0.9647, 0.2526], [-0.8756, -1.8830, 0.1992], [-1.9519, 1.5874, -0.9928], [1.8540, 2.9858, 0.2092], [2.9646, 2.2307, 1.2602], [3.1192, 2.2027, -0.6288], [-2.4984, -3.0635, 0.8275], [-1.3490, -3.9742, -0.0352], [-2.4725, -2.8204, -0.8110], [2.1913, 0.1046, 0.4972]],
  "atomic_forces_ev_per_a": [[-1.964, -3.981, 0.677], [1.954, 3.399, -0.385], [-1.624, -2.755, 0.393], [0.616, -2.164, -0.896], [-0.592, 1.463, -0.945], [0.888, -2.052, -0.049], [2.324, 0.686, 0.457], [-0.568, -0.664, 0.214], [0.056, 0.515, 0.579], [-1.144, 1.751, -0.135], [1.030, 0.203, -0.085], [1.160, 0.175, -0.144], [-0.825, 0.479, 1.829], [0.068, 1.804, -0.108], [0.013, 0.439, -0.908], [-1.392, 0.702, -0.491]]
}